(1)
ORCA calculation (ωB97M-V/def2-TZVPD) on 7 unconnected molecules or ions with the total composition C34H42BrN2O18S2 in a non-equilibrium geometry.

Structure (XYZ):
```
99
Properties=species:S:1:pos:R:3
Br 7.39 1.33 -2.32
S 3.19 -2.65 -2.33
S 0.77 -3.82 -1.13
O -10.99 -1.65 0.28
O 8.15 5.21 3.23
O -9.69 -0.09 -0.71
O -3.98 -3.25 3.72
O 10.99 1.24 -1.83
O 13.19 1.40 -2.28
O -2.20 -2.64 2.48
O 12.50 1.36 -0.17
O -5.26 -0.87 -0.01
O -13.75 -0.38 5.34
O -10.85 0.43 1.12
O 9.84 4.12 2.20
O -11.72 -0.49 4.42
O 7.72 3.63 1.68
O -11.93 -0.28 6.66
O -5.19 1.35 0.33
O -1.98 -2.88 4.69
O -6.21 -0.01 1.81
N 0.65 -1.78 -2.87
N 5.53 1.03 -2.20
C -5.53 0.26 0.68
C -5.61 -1.99 0.83
C -1.31 0.11 -0.28
C 2.93 0.85 -5.34
C 14.34 1.72 -1.49
C -0.32 -0.70 -0.80
C -12.65 -0.81 3.38
C 1.88 0.36 -3.23
C -6.62 -1.38 1.77
C 8.54 4.40 2.45
C 8.54 2.96 0.72
C -10.55 -0.54 0.23
C 2.52 -0.39 -5.80
C -2.83 -2.95 3.64
C -0.91 -2.12 2.81
C -2.30 0.40 -2.43
C 3.84 -2.13 -0.73
C -12.42 -0.38 5.58
C 9.90 2.95 1.38
C -2.30 0.68 -1.07
C -0.35 -0.98 -2.16
C 5.12 -0.44 -2.14
C 1.78 -1.25 -4.99
C 1.39 -2.69 -2.10
C 4.45 -0.72 -0.81
C 2.61 1.21 -4.03
C -9.96 1.54 0.88
C 13.93 1.23 -0.11
C -9.57 1.33 -0.56
C 12.13 1.33 -1.46
C 1.46 -0.88 -3.69
C -13.95 -0.28 3.93
C -0.65 -2.73 4.17
C -1.34 -0.43 -2.95
H 5.21 -0.62 -0.03
H 4.56 -2.85 -0.36
H -0.95 -1.03 2.83
H 10.72 3.02 0.67
H -1.34 -0.64 -4.02
H 14.18 0.18 0.05
H -12.67 -1.89 3.24
H 10.05 2.08 2.02
H -3.04 0.81 -3.09
H 14.34 1.82 0.70
H 3.48 1.55 -5.96
H 2.76 -0.70 -6.81
H 3.67 0.01 -0.58
H -0.06 -2.08 4.82
H -4.72 -2.33 1.35
H 6.03 -1.03 -2.25
H -10.47 2.48 1.06
H 2.90 2.19 -3.65
H 3.03 -2.12 0.00
H -8.56 1.65 -0.79
H 5.11 1.54 -1.42
H -0.18 -3.71 4.12
H 8.15 1.96 0.53
H 15.23 1.22 -1.88
H -3.06 1.34 -0.67
H 14.50 2.80 -1.52
H -7.64 -1.43 1.39
H 1.43 -2.21 -5.33
H -6.02 -2.81 0.23
H -10.26 1.81 -1.26
H 1.63 0.69 -2.23
H -9.11 1.46 1.56
H 0.46 -1.15 -0.19
H 8.53 3.53 -0.21
H -12.36 -0.34 2.45
H 5.12 1.43 -3.05
H -1.34 0.33 0.78
H -0.17 -2.43 2.07
H -14.82 -0.86 3.62
H 4.47 -0.59 -3.00
H -6.59 -1.82 2.76
H -14.12 0.77 3.67
```

Net charge = +1
Strongest force on any atom = 2.231 eV/A
Frontier orbital gap = 6.0 eV
HOMO energy = -10.71 eV
Energy = -167479.589 eV



(2)
ORCA calculation (ωB97M-V/def2-TZVPD) on a molecular structure, C8H11N4OPPtS in a non-equilibrium geometry.

Structure (XYZ):
```
27
Properties=species:S:1:pos:R:3
Pt 1.21 2.92 -1.66
S 3.19 -1.47 -1.31
P -0.81 3.20 0.55
O -0.15 3.63 1.80
N 3.06 0.06 -0.82
N -1.95 -2.65 1.46
N 2.00 2.59 0.22
N 1.66 -1.91 -1.27
C -1.03 0.43 -0.17
C 1.19 1.50 -0.13
C -1.03 -2.98 0.37
C -1.27 -1.98 -0.82
C -0.45 -0.80 -0.62
C 0.96 -0.85 -0.85
C 1.77 0.27 -0.61
C -0.27 1.54 0.06
H -2.21 3.31 0.60
H -0.25 3.89 -0.60
H 2.93 2.33 0.57
H -1.15 -4.00 0.03
H 0.00 -2.90 0.73
H -1.00 -2.49 -1.74
H 1.58 3.17 0.98
H -2.10 0.45 -0.02
H -2.32 -1.73 -0.85
H -2.11 -3.49 2.00
H -1.46 -2.05 2.12
```

Energy relative to the best compared isomer or geometry (same formula, charge and spin) = 0.000 eV
Net charge = +2
Strongest force on any atom = 1.959 eV/A
Frontier orbital gap = 5.1 eV
HOMO energy = -15.90 eV
Energy = -39832.223 eV



Number 1: lowest unoccupied orbital energy -4.74 eV. Number 2: lowest unoccupied orbital energy -10.80 eV.